ORCA calculation (ωB97M-V/def2-TZVPD) on C33H40Cl2N8O2PPd as an isolated structure.

Summary:
E_tot = -88694.4488 eV
Total charge = +1
Lowest unoccupied orbital energy = -4.7140 eV
HOMO = -10.2 eV

Each line ends with the Löwdin charge.
Element x y z (Å)
Pd (-1.54, -0.46, -0.88)  0.911
Cl (-6.40, -3.94, -4.97)  0.757
C (-5.56, -2.86, -3.95)  -0.650
C (-4.22, -2.94, -3.85)  -0.008
C (-3.53, -1.94, -3.07)  -0.181
N (-2.30, -1.62, -3.11)  0.185
C (-1.19, -2.34, -3.52)  -0.405
O (-0.76, -2.44, -4.64)  0.150
C (-0.56, -2.98, -2.31)  -0.176
C (0.13, -4.16, -2.49)  0.032
C (0.55, -4.87, -1.37)  -0.025
C (0.26, -4.36, -0.12)  -0.056
C (-0.40, -3.14, -0.02)  -0.113
N (-0.80, -2.45, -1.09)  -0.007
C (-4.34, -1.15, -2.09)  -0.163
C (-5.75, -1.00, -2.34)  -0.019
C (-6.33, -1.83, -3.22)  -0.643
Cl (-8.01, -1.74, -3.48)  0.765
N (-3.70, -0.81, -1.03)  0.097
C (-4.25, 0.07, -0.04)  -0.401
O (-5.06, -0.25, 0.77)  0.169
C (-3.59, 1.41, -0.13)  -0.190
C (-4.28, 2.56, 0.20)  0.027
C (-3.62, 3.78, 0.02)  -0.017
C (-2.33, 3.78, -0.46)  -0.014
C (-1.69, 2.58, -0.73)  -0.102
N (-2.32, 1.42, -0.57)  -0.019
H (-3.66, -3.64, -4.45)  0.131
H (0.30, -4.51, -3.49)  0.132
H (1.09, -5.80, -1.48)  0.127
H (0.55, -4.88, 0.78)  0.125
H (-0.60, -2.70, 0.94)  0.106
H (-6.34, -0.31, -1.76)  0.126
H (-5.29, 2.50, 0.58)  0.132
H (-4.13, 4.71, 0.25)  0.123
H (-1.80, 4.71, -0.62)  0.116
H (-0.67, 2.49, -1.07)  0.088
N (0.27, 0.27, -0.91)  -0.318
P (1.30, 0.52, 0.24)  0.571
N (0.85, 0.65, 1.86)  -0.215
C (-0.10, 1.72, 2.18)  -0.201
C (-0.29, 1.86, 3.70)  -0.163
C (0.84, 1.16, 4.44)  -0.197
C (0.80, -0.33, 4.12)  -0.163
C (0.54, -0.55, 2.62)  -0.213
N (2.50, -0.64, 0.27)  -0.204
C (2.45, -1.84, -0.56)  -0.204
C (2.88, -3.07, 0.23)  -0.196
C (4.27, -2.86, 0.84)  -0.191
C (4.29, -1.57, 1.66)  -0.175
C (3.83, -0.39, 0.81)  -0.195
N (2.06, 2.00, 0.02)  -0.222
C (2.80, 2.75, 1.04)  -0.212
C (2.40, 4.24, 1.03)  -0.171
C (1.76, 4.61, -0.30)  -0.199
C (2.54, 3.94, -1.43)  -0.168
C (2.40, 2.41, -1.34)  -0.204
H (-1.07, 1.53, 1.70)  0.092
H (0.28, 2.66, 1.77)  0.091
H (-1.24, 1.41, 4.00)  0.112
H (-0.35, 2.91, 3.97)  0.110
H (0.77, 1.32, 5.52)  0.114
H (1.80, 1.58, 4.12)  0.104
H (-0.01, -0.79, 4.69)  0.111
H (1.72, -0.82, 4.42)  0.104
H (-0.51, -0.84, 2.46)  0.103
H (1.16, -1.36, 2.24)  0.087
H (3.14, -1.72, -1.42)  0.133
H (1.45, -1.94, -0.98)  0.061
H (2.89, -3.94, -0.43)  0.105
H (2.16, -3.27, 1.02)  0.092
H (5.01, -2.80, 0.04)  0.118
H (4.54, -3.71, 1.47)  0.112
H (5.29, -1.37, 2.04)  0.116
H (3.62, -1.66, 2.52)  0.106
H (4.53, -0.23, -0.02)  0.129
H (3.82, 0.51, 1.41)  0.092
H (3.88, 2.68, 0.83)  0.117
H (2.63, 2.30, 2.01)  0.091
H (3.29, 4.85, 1.19)  0.113
H (1.72, 4.47, 1.86)  0.100
H (1.74, 5.70, -0.42)  0.113
H (0.73, 4.27, -0.31)  0.079
H (3.59, 4.24, -1.34)  0.113
H (2.20, 4.28, -2.41)  0.110
H (3.34, 1.94, -1.66)  0.115
H (1.63, 2.04, -2.00)  0.087



ORCA calculation (ωB97M-V/def2-TZVPD) on a 4-piece molecular cluster, C33H40F13N4O5PS overall.

Summary:
E_tot = -106517.6455 eV
Lowest unoccupied orbital energy = -1.0850 eV
HOMO = -8.7 eV

Each line ends with the Löwdin charge.
Element x y z (Å)
C (2.11, -2.40, 3.44)  -0.042
C (2.08, -2.79, 1.99)  -0.257
C (1.01, -3.50, 1.46)  -0.042
C (0.99, -3.84, 0.11)  -0.074
C (2.03, -3.48, -0.72)  -0.044
C (3.12, -2.78, -0.21)  -0.217
C (4.25, -2.38, -1.14)  -0.083
C (3.90, -1.10, -1.86)  -0.121
C (3.85, 0.08, -1.12)  0.006
C (3.49, 1.28, -1.70)  -0.009
C (3.15, 1.38, -3.05)  -0.143
C (2.68, 2.72, -3.56)  -0.093
C (1.27, 3.05, -3.02)  -0.050
C (0.17, 2.95, -4.04)  -0.417
F (0.01, 4.09, -4.76)  0.132
F (0.46, 1.97, -4.95)  0.112
C (-1.23, 2.51, -3.49)  -0.358
F (-2.13, 2.66, -4.49)  0.150
F (-1.15, 1.21, -3.16)  0.145
C (-1.73, 3.34, -2.28)  -0.341
F (-1.49, 4.64, -2.62)  0.132
F (-1.00, 3.08, -1.17)  0.151
C (-3.25, 3.35, -1.89)  -0.413
F (-3.95, 3.90, -2.89)  0.141
F (-3.34, 4.17, -0.83)  0.128
S (-4.09, 1.70, -1.43)  0.774
F (-3.90, 1.23, -2.93)  -0.117
F (-5.50, 2.31, -1.78)  -0.120
F (-4.30, 2.14, 0.08)  -0.124
F (-2.69, 1.08, -1.03)  -0.121
F (-4.77, 0.32, -1.11)  -0.104
C (3.22, 0.21, -3.81)  -0.025
C (3.59, -1.02, -3.22)  -0.025
C (3.61, -2.22, -4.11)  -0.340
O (4.38, -3.15, -4.00)  0.102
C (2.61, -2.22, -5.22)  -0.259
P (1.98, -3.82, -5.80)  0.718
N (2.68, -4.44, -7.05)  -0.297
C (2.26, -1.06, -5.78)  0.029
C (2.87, 0.20, -5.27)  -0.320
O (3.09, 1.12, -6.02)  0.122
C (3.13, -2.45, 1.14)  -0.011
H (3.12, -2.47, 3.85)  0.078
H (1.72, -1.39, 3.57)  0.085
H (1.47, -3.07, 4.02)  0.060
H (0.18, -3.79, 2.10)  0.080
H (0.15, -4.40, -0.28)  0.099
H (2.01, -3.76, -1.77)  0.104
H (4.45, -3.19, -1.83)  0.102
H (5.17, -2.22, -0.56)  0.129
H (4.07, 0.05, -0.06)  0.119
H (3.43, 2.17, -1.08)  0.126
H (3.36, 3.48, -3.16)  0.126
H (2.74, 2.79, -4.64)  0.105
H (1.26, 4.04, -2.55)  0.138
H (1.03, 2.34, -2.22)  0.122
H (0.60, -3.58, -5.92)  0.007
H (2.13, -4.58, -4.63)  0.003
H (2.04, -4.57, -7.83)  -0.046
H (1.56, -1.00, -6.61)  0.128
H (3.98, -1.91, 1.55)  0.117
C (-2.09, 7.71, -2.37)  -0.011
C (-1.16, 8.85, -2.01)  -0.550
O (0.02, 8.83, -2.29)  0.035
N (-1.70, 9.90, -1.33)  0.003
C (-3.07, 10.09, -0.91)  -0.081
H (-1.51, 6.97, -2.91)  0.064
H (-2.52, 7.26, -1.48)  0.083
H (-2.90, 8.06, -3.02)  0.088
H (-1.03, 10.62, -1.12)  0.138
H (-3.49, 10.99, -1.36)  0.082
H (-3.13, 10.19, 0.17)  0.082
H (-3.68, 9.24, -1.21)  0.069
C (-2.87, -5.11, 3.38)  0.000
C (-2.21, -3.93, 4.06)  -0.543
O (-1.01, -3.71, 3.96)  0.022
N (-3.00, -3.10, 4.79)  0.007
C (-4.42, -3.20, 5.05)  -0.072
H (-2.11, -5.66, 2.84)  0.085
H (-3.33, -5.76, 4.12)  0.084
H (-3.63, -4.78, 2.68)  0.087
H (-2.49, -2.33, 5.20)  0.135
H (-4.94, -2.31, 4.69)  0.085
H (-4.61, -3.30, 6.12)  0.079
H (-4.84, -4.06, 4.55)  0.073
C (0.98, -4.72, 9.15)  -0.013
C (0.74, -3.62, 8.15)  -0.552
O (1.61, -2.85, 7.81)  0.037
N (-0.52, -3.52, 7.62)  0.012
C (-1.68, -4.35, 7.91)  -0.080
H (2.02, -4.66, 9.47)  0.082
H (0.34, -4.60, 10.03)  0.082
H (0.80, -5.70, 8.71)  0.083
H (-0.61, -2.78, 6.95)  0.125
H (-2.02, -4.83, 6.99)  0.072
H (-2.49, -3.74, 8.31)  0.081
H (-1.43, -5.11, 8.63)  0.071



ORCA calculation (ωB97M-V/def2-TZVPD) on C33H40F3I2N3PmSSbSi as an isolated structure.

Summary:
E_tot = -105487.5971 eV
ΔE to the lowest compared entry with this formula, charge and spin = 0.0000 eV
Total charge = +2
Expectation value of S² = 6.008
Multiplicity = 5
Lowest unoccupied orbital energy (spin up / spin down) = -6.5066 / -6.4694 eV
HOMO (spin up / spin down) = -13.0 / -13.0 eV

Each line ends with the Mulliken spin population.
Element x y z (Å)
Pm (0.77, 0.38, -1.20)  4.074
C (-3.92, 3.80, -3.05)  0.000
Si (-4.53, 3.07, -1.44)  0.001
C (-6.33, 2.56, -1.53)  0.000
C (-4.19, 4.16, 0.04)  -0.001
C (-3.71, 1.28, -1.28)  0.001
C (-4.47, 0.12, -1.34)  -0.001
C (-3.84, -1.14, -1.32)  0.000
C (-2.47, -1.24, -1.27)  -0.003
N (-1.70, -0.12, -1.18)  -0.010
C (-2.29, 1.10, -1.17)  -0.006
S (-1.18, 2.46, -1.06)  -0.028
H (-4.49, 4.74, -3.28)  0.000
H (-4.08, 3.08, -3.84)  0.000
H (-2.84, 4.02, -3.00)  0.000
H (-6.95, 3.48, -1.62)  0.000
H (-6.70, 1.99, -0.67)  0.000
H (-6.49, 1.98, -2.45)  0.000
H (-4.40, 5.22, -0.28)  0.000
H (-3.14, 4.06, 0.37)  0.000
H (-4.88, 3.92, 0.88)  0.000
H (-5.55, 0.21, -1.45)  0.000
H (-4.43, -2.05, -1.32)  0.000
H (-1.93, -2.18, -1.23)  0.000
I (3.38, 1.74, -2.58)  -0.004
C (2.35, 1.50, -4.52)  0.001
I (0.21, 1.03, -4.55)  -0.003
H (2.88, 0.68, -4.99)  0.000
H (2.42, 2.49, -4.97)  0.000
C (4.22, -3.86, -1.35)  0.000
C (2.80, -4.38, -1.09)  0.000
N (1.81, -4.16, -2.14)  -0.001
C (1.74, -5.29, -3.10)  0.000
C (2.64, -5.12, -4.29)  0.000
C (1.19, -2.98, -2.25)  -0.006
C (0.26, -2.82, -3.43)  0.002
N (1.30, -1.99, -1.38)  -0.004
H (4.82, -4.08, -0.45)  0.000
H (4.25, -2.77, -1.51)  0.000
H (4.70, -4.39, -2.20)  0.000
H (2.39, -3.97, -0.15)  0.000
H (2.82, -5.49, -0.95)  0.000
H (0.66, -5.41, -3.32)  0.000
H (1.99, -6.22, -2.52)  0.000
H (2.75, -4.05, -4.54)  0.000
H (2.16, -5.63, -5.14)  0.000
H (3.65, -5.56, -4.15)  0.000
H (-0.47, -3.65, -3.50)  0.000
H (0.85, -2.79, -4.35)  0.000
H (-0.29, -1.89, -3.32)  -0.001
H (1.92, -2.27, -0.61)  -0.002
F (-1.41, 5.67, 4.84)  0.000
C (-1.17, 4.45, 4.30)  0.000
C (0.07, 3.83, 4.48)  0.000
C (0.34, 2.64, 3.80)  0.000
C (-0.61, 2.05, 2.97)  -0.003
C (-1.81, 2.67, 2.79)  0.000
C (-2.11, 3.88, 3.44)  0.000
Sb (-0.31, 0.15, 2.04)  -0.002
C (1.66, 0.81, 1.24)  -0.004
C (2.78, -0.04, 1.26)  -0.001
C (4.07, 0.42, 0.96)  0.001
C (4.29, 1.75, 0.68)  -0.001
F (5.52, 2.16, 0.27)  0.000
C (3.21, 2.65, 0.70)  0.000
C (1.92, 2.17, 0.98)  0.001
C (0.42, -0.84, 3.83)  -0.001
C (-0.39, -1.78, 4.43)  0.000
C (-0.08, -2.40, 5.64)  0.000
C (1.11, -2.01, 6.27)  0.000
F (1.45, -2.56, 7.48)  0.000
C (1.98, -1.08, 5.67)  0.000
C (1.64, -0.56, 4.43)  0.000
H (0.84, 4.25, 5.11)  0.000
H (1.36, 2.20, 3.87)  0.000
H (-2.55, 2.25, 2.11)  0.000
H (-3.07, 4.38, 3.27)  0.000
H (2.66, -1.06, 1.63)  0.000
H (4.91, -0.29, 0.97)  0.000
H (3.36, 3.69, 0.48)  0.000
H (1.09, 2.87, 1.03)  0.000
H (-1.28, -2.13, 3.93)  0.000
H (-0.75, -3.15, 6.06)  0.000
H (2.89, -0.76, 6.14)  0.000
H (2.33, 0.13, 3.96)  0.000



Among the records above, which one has the highest E_tot?
C33H40Cl2N8O2PPd



What is the formula in the third record?
C33H40F3I2N3PmSSbSi



The highest E_tot belongs to which entry?
C33H40Cl2N8O2PPd